{"formula": "C20H28Cl5O6STi", "method": "ωB97M-V/def2-TZVPD", "e_tot_ev": -130035.8116, "orbital_gap_ev": 8.19, "charge": 1, "e_above_lowest_kj_mol": 25.80, "elements": ["Ti", "C", "C", "O", "C", "C", "O", "C", "C", "O", "C", "C", "O", "C", "C", "O", "H", "H", "H", "H", "H", "H", "H", "H", "H", "H", "H", "H", "H", "H", "H", "H", "H", "H", "H", "H", "Cl", "C", "C", "C", "Cl", "C", "Cl", "C", "Cl", "C", "Cl", "O", "S", "C", "C", "C", "C", "H", "H", "H", "H", "H", "H", "H", "H"], "coordinates": [[0.599, -1.174, -1.356], [-0.342, -1.182, 1.698], [-0.942, -2.495, 1.175], [-0.660, -2.689, -0.220], [-1.834, -3.045, -0.972], [-2.634, -1.764, -1.223], [-1.703, -0.669, -1.282], [-2.139, 0.356, -2.178], [-1.160, 1.492, -2.060], [0.163, 0.934, -2.065], [1.179, 1.897, -2.343], [2.494, 1.200, -2.026], [2.292, 0.363, -0.884], [2.122, 1.080, 0.341], [1.683, 0.050, 1.347], [0.586, -0.663, 0.747], [0.194, -1.387, 2.624], [-1.097, -0.415, 1.876], [-2.023, -2.466, 1.318], [-0.542, -3.356, 1.711], [-2.416, -3.786, -0.424], [-1.477, -3.474, -1.900], [-3.349, -1.547, -0.424], [-3.173, -1.848, -2.168], [-3.138, 0.699, -1.895], [-2.156, -0.053, -3.190], [-1.285, 2.034, -1.120], [-1.276, 2.168, -2.910], [1.011, 2.777, -1.715], [1.133, 2.196, -3.392], [3.297, 1.913, -1.834], [2.788, 0.533, -2.836], [1.339, 1.834, 0.247], [3.070, 1.543, 0.628], [1.336, 0.549, 2.252], [2.473, -0.667, 1.582], [-0.232, -1.925, -3.472], [2.255, -1.966, -2.163], [2.020, -2.520, -0.978], [2.823, -3.527, -0.481], [2.522, -4.199, 1.090], [3.874, -3.969, -1.267], [4.903, -5.224, -0.710], [4.110, -3.378, -2.539], [5.421, -3.929, -3.498], [3.290, -2.358, -2.997], [3.554, -1.591, -4.522], [-0.807, 1.948, 1.204], [-1.006, 3.291, 1.857], [-2.797, 3.526, 2.064], [-3.182, 2.920, 3.406], [-2.072, 3.349, 4.361], [-0.764, 3.022, 3.649], [-3.265, 3.071, 1.192], [-2.976, 4.603, 2.042], [-3.219, 1.831, 3.329], [-4.164, 3.265, 3.731], [-2.127, 2.842, 5.325], [-2.141, 4.422, 4.553], [-0.529, 1.957, 3.703], [0.094, 3.598, 3.991]], "nbo_charge": [1.419, -0.084, -0.076, -0.524, -0.091, -0.093, -0.566, -0.083, -0.087, -0.560, -0.087, -0.092, -0.526, -0.100, -0.069, -0.556, 0.203, 0.218, 0.194, 0.217, 0.205, 0.247, 0.191, 0.219, 0.202, 0.220, 0.218, 0.205, 0.191, 0.214, 0.211, 0.240, 0.215, 0.209, 0.212, 0.213, -0.456, -0.282, -0.302, -0.060, 0.018, -0.082, 0.076, -0.062, 0.082, -0.071, 0.046, -1.033, 1.217, -0.601, -0.412, -0.412, -0.599, 0.247, 0.237, 0.210, 0.238, 0.238, 0.216, 0.234, 0.245]}